No. 1
# C12H16CdN4O4

A molecular structure, C12H16CdN4O4 in a non-equilibrium geometry (ωB97M-V/def2-TZVPD, the Open Molecules 2025 dataset).

XYZ file:
```
37
Properties=species:S:1:pos:R:3
Cd -0.0130 1.7392 -1.0708
C 0.0135 2.7277 1.7611
O 0.0252 3.0014 2.8666
C -0.0123 4.3773 -0.8521
O -0.0131 5.5076 -0.7267
C -2.1751 2.0702 -0.4592
O -3.2973 2.1869 -0.1826
C 2.1620 2.0607 -0.5105
O 3.2804 2.1722 -0.2630
C -0.0142 0.4648 -4.9218
H 0.9221 -0.1063 -4.8871
H -0.9482 -0.1067 -4.8639
C -0.0174 1.7760 -5.2323
H -0.9527 2.3160 -5.4357
H 0.9146 2.3138 -5.4587
C -1.2044 -0.2685 1.5065
N 0.0017 -0.1128 0.6184
C -0.0007 -1.3057 -0.3287
N 0.0026 -2.6030 0.3805
C -1.1928 -2.6738 1.2527
N -1.2239 -1.5693 2.2466
C 0.0126 -1.6716 3.0625
N 1.2422 -1.5677 2.2364
C 1.2155 -0.2673 1.4967
C 1.2042 -2.6727 1.2439
H -2.1131 -0.2356 0.8928
H -1.2148 0.5443 2.2398
H 0.9017 -1.2418 -0.9559
H -0.9075 -1.2433 -0.9498
H -1.1647 -3.6260 1.8039
H -2.0918 -2.5899 0.6236
H 0.0147 -0.8438 3.7866
H 0.0150 -2.6520 3.5713
H 2.1189 -0.2323 0.8753
H 1.2312 0.5456 2.2296
H 1.1803 -3.6245 1.7958
H 2.0985 -2.5891 0.6082
```

E, Ha: -1153.83917
Strongest force on any atom, eV/Å: 6.60
Lowest unoccupied orbital energy, Ha: -0.3455
Charge: +2
Gap between HOMO and LUMO, Eh: 0.2107
HOMO, eV: -15.1

=====

No. 2
# C12H16Cl2

2 unconnected molecules or ions with the total composition C12H16Cl2 in a non-equilibrium geometry (ωB97M-V/def2-TZVPD, the Open Molecules 2025 dataset).

XYZ file:
```
30
Properties=species:S:1:pos:R:3
C -1.1097 0.0334 0.1630
C -0.9559 -1.0790 0.6488
C -1.6285 -4.4790 2.0477
C 0.3776 1.6467 -0.6067
C 0.8105 2.2448 -1.6977
C -1.0325 -3.9167 1.0046
C 2.3839 2.2065 -1.9590
C 0.0940 3.0435 -2.7258
C -1.4775 2.3316 0.9543
C 0.9461 -2.6378 2.2012
C -1.0482 1.4868 -0.2315
C 0.1656 -3.0927 1.0253
Cl -1.7259 -3.9572 -0.6259
Cl 1.1101 -3.1321 -0.4259
H -2.3295 -5.2096 1.7971
H -1.1468 -4.6172 3.0518
H 1.0353 1.2344 0.1688
H 2.7809 3.0039 -2.4406
H 2.8902 1.8017 -0.9956
H 2.5556 1.3309 -2.7228
H 0.3849 2.6282 -3.7067
H 0.3425 4.0773 -2.5154
H -1.0274 3.0755 -2.5072
H -1.4320 3.3768 0.5599
H -2.3122 2.0994 1.4847
H -0.5549 2.3204 1.6212
H 1.7519 -3.2615 2.5623
H 1.4782 -1.7145 1.9081
H 0.3295 -2.3818 3.0370
H -1.6557 1.5374 -1.0749
```

E, Ha: -1386.95577
Strongest force on any atom, eV/Å: 6.31
ΔE to the lowest compared entry with this formula, charge and spin, kJ/mol: 344.3
Lowest unoccupied orbital energy, Ha: -0.0416
Charge: 0
Gap between HOMO and LUMO, Eh: 0.2715
HOMO, eV: -8.5

=====

No. 3
# C12H16Cl3NRu

A molecular structure, C12H16Cl3NRu in a non-equilibrium geometry (ωB97M-V/def2-TZVPD, the Open Molecules 2025 dataset).

XYZ file:
```
33
Properties=species:S:1:pos:R:3
Ru -1.0694 -0.1614 -0.3015
Cl -1.5840 0.9145 1.7134
Cl -1.1061 -1.7479 -2.0426
C -2.1201 0.8636 -1.3126
H -2.3553 0.7197 -2.3888
H -2.6860 1.7190 -0.9695
C 0.7515 0.6031 -0.5609
C -0.3113 1.3267 -1.2911
H 1.0418 -0.5176 -0.5029
C -0.4565 2.7531 -0.8804
H 0.0648 1.2368 -2.2675
C 0.8787 3.5803 -0.8093
H -1.0993 3.1138 -1.6800
H -0.9183 2.8499 0.0604
C 1.8926 2.8180 0.0120
H 1.3225 3.7703 -1.8098
H 0.7024 4.5854 -0.3793
C 2.0225 1.4319 -0.6752
H 2.8745 3.2918 0.1144
H 1.4597 2.6359 1.0301
H 2.2610 1.6268 -1.7463
H 2.8501 0.8745 -0.2247
Cl 1.4999 -5.3426 0.3043
C 0.4313 -4.2127 0.9959
C -0.3407 -4.5065 2.1070
C -1.2286 -3.5558 2.5979
C -1.3365 -2.3132 1.9094
N -0.5781 -2.0512 0.8466
C 0.3402 -2.9340 0.3745
H -0.2404 -5.4749 2.5703
H -1.8549 -3.6853 3.4594
H -2.0032 -1.5338 2.2369
H 0.8952 -2.6783 -0.4902
```

E, Ha: -1996.86688
Strongest force on any atom, eV/Å: 11.43
<S²>: 8.786
Multiplicity: 6
Lowest unoccupied orbital energy (spin up / spin down), Ha: 0.1137 / 0.0623
Charge: -1
Gap between HOMO and LUMO (spin up / spin down), Eh: 0.1446 / 0.2425
HOMO (spin up / spin down), eV: -0.8 / -4.9

=====

No. 4
# C12H16ClN7O3S

C12H16ClN7O3S in the gas phase in a non-equilibrium geometry (ωB97M-V/def2-TZVPD, the Open Molecules 2025 dataset).

XYZ file:
```
40
Properties=species:S:1:pos:R:3
O -0.0542 2.4643 -2.2049
O -0.2412 -2.1057 -1.9652
O 0.7735 -3.0687 0.0353
Cl -0.0317 0.7856 6.6343
N -0.0564 2.4967 3.9081
N 0.8979 -0.9788 4.8544
N 1.1083 -0.5079 2.5055
C 0.0705 1.2604 -1.9633
C 0.0119 2.8280 2.6390
C -2.0271 -0.6071 -4.8680
C -0.8720 -0.0508 -5.2893
C 1.1977 -1.2557 3.5722
C 0.4599 0.2705 5.0317
C 0.6672 0.7383 2.7359
C 0.3430 1.1699 3.9934
N 1.6504 -2.4585 3.2761
N 0.0490 0.4339 -3.0735
N 0.5034 1.7811 1.8665
N 0.8026 -0.5273 -0.2490
C -0.0865 0.9384 -4.4638
C 0.8863 1.8268 0.4298
C -1.5404 -1.8001 0.4057
C 0.1399 0.7835 -0.4723
S -0.0191 -1.9734 -0.5216
H -0.2468 3.7975 2.2571
H -2.5059 -0.3467 -3.9224
H -2.4693 -1.3735 -5.5192
H -0.4398 -0.3603 -6.2404
H 1.7489 -2.6638 2.2993
H 1.3933 -3.1975 3.9167
H 0.0929 -0.5694 -2.9192
H 1.1956 -0.6157 0.7091
H -0.6099 1.9134 -4.5046
H 0.8920 1.0544 -4.9378
H 0.7492 2.8609 0.0556
H 1.9359 1.6214 0.3464
H -2.0994 -0.9745 -0.0185
H -1.2847 -1.6209 1.4561
H -2.0980 -2.7208 0.2944
H -0.8872 0.7521 -0.0894
```

E, Ha: -1934.28165
Strongest force on any atom, eV/Å: 2.87
ΔE to the lowest compared entry with this formula, charge and spin, kJ/mol: 11.2
Lowest unoccupied orbital energy, Ha: 0.0013
Charge: 0
Gap between HOMO and LUMO, Eh: 0.3307
HOMO, eV: -9.0

=====

No. 5
# C12H16N2O4

A molecular structure, C12H16N2O4 in a non-equilibrium geometry (ωB97M-V/def2-TZVPD, the Open Molecules 2025 dataset).

XYZ file:
```
34
Properties=species:S:1:pos:R:3
C 2.7041 -0.6468 -0.2927
C 1.8961 0.7504 -0.5454
C 3.0635 -0.1755 1.1791
C -0.4330 1.6711 -0.3665
C -1.1588 2.5543 0.5365
C -1.3050 0.8948 -1.4635
C -2.1345 -0.1532 -0.8060
C -1.5573 -1.4600 -0.6863
C -3.2510 0.0604 0.0045
C -2.1407 -2.4856 0.0721
C -3.8764 -0.9116 0.9042
C -3.3206 -2.1856 0.8459
H 3.8205 -2.0612 -1.4209
H 3.9733 -0.1008 -1.9224
H 2.1280 -1.5332 -0.0218
H 1.9932 -0.4011 1.6557
H 3.4602 0.8970 1.1572
H 4.9130 -0.9315 1.3355
H 0.2238 0.0925 0.5082
H -0.1089 2.3860 -1.0929
H -1.8517 1.6125 -1.9721
H -0.6712 0.6390 -2.3388
H -0.4654 -1.4386 -1.0560
H -3.8453 1.1738 -0.4419
H -2.0678 -3.5707 -0.1283
H -4.9227 -0.5950 1.2505
H -3.6437 -2.9717 1.5802
H 0.2493 2.3613 1.5518
N 3.9538 -0.9034 -0.9966
N 0.6948 1.0078 0.2336
O 2.4255 1.6089 -1.1774
O 4.1412 -0.8896 2.0206
O -2.5545 2.5167 0.4123
O -0.3320 3.1883 1.4819
```

E, Ha: -877.07589
Strongest force on any atom, eV/Å: 9.64
ΔE to the lowest compared entry with this formula, charge and spin, kJ/mol: 846.9
Lowest unoccupied orbital energy, Ha: 0.0064
Charge: 0
Gap between HOMO and LUMO, Eh: 0.3419
HOMO, eV: -9.1

=====

No. 6
# C12H16N2OS

C12H16N2OS in the gas phase in a non-equilibrium geometry (ωB97M-V/def2-TZVPD, the Open Molecules 2025 dataset).

XYZ file:
```
32
Properties=species:S:1:pos:R:3
C -4.8315 -1.5577 -0.7468
C -3.5441 -1.3408 0.0111
C -2.9537 0.0589 -0.1942
C -1.6462 0.2871 0.5673
C -1.0733 1.6853 0.3419
C 0.1868 1.9766 1.1450
C 3.0920 -0.5837 0.7550
C 4.9151 -1.7143 0.0863
C 5.0876 -0.8744 -1.0231
C 4.1997 0.1847 -1.2177
C 3.1667 0.3251 -0.3078
C 2.1039 1.3425 -0.2819
H -4.6979 -1.4081 -1.8136
H -5.6116 -0.8490 -0.4505
H -5.2148 -2.5500 -0.5734
H -2.7986 -2.1275 -0.2879
H -3.7143 -1.5097 1.1163
H -3.7039 0.8017 0.1100
H -2.7890 0.2085 -1.2625
H -1.8248 0.1412 1.6446
H -0.8880 -0.4626 0.3049
H -0.8410 1.8246 -0.7122
H -1.8137 2.4410 0.6025
H -0.0203 1.8838 2.2429
H 0.5531 3.0059 0.9649
H 5.5693 -2.5486 0.2424
H 5.9287 -1.0372 -1.7109
H 4.2646 0.8659 -2.0550
N 1.2996 1.1044 0.8097
N 3.9254 -1.5963 0.9580
O 1.9456 2.2613 -1.0691
S 1.7287 -0.2387 1.8037
```

E, Ha: -1049.81892
Strongest force on any atom, eV/Å: 1.34
ΔE to the lowest compared entry with this formula, charge and spin, kJ/mol: 34.0
Lowest unoccupied orbital energy, Ha: 0.0117
Charge: 0
Gap between HOMO and LUMO, Eh: 0.3236
HOMO, eV: -8.5

=====

No. 7
# C12H16N3

A gas-phase ion, C12H16N3 (charge +1) in a non-equilibrium geometry (ωB97M-V/def2-TZVPD, the Open Molecules 2025 dataset).

XYZ file:
```
31
Properties=species:S:1:pos:R:3
C 3.7310 0.3702 -0.6064
C 3.1723 1.2075 0.3025
C 3.0504 -0.7571 -1.1290
C 1.9263 0.9373 0.8445
C 1.8369 -1.1057 -0.5483
C 1.3284 -0.2704 0.4744
C -2.4308 2.4043 0.6649
C -2.6838 0.9226 0.3623
C -1.5417 -0.6752 -1.1489
C -1.6938 -1.9392 -0.2309
C 0.0173 -0.5634 1.0960
C -0.7447 1.7650 -0.5808
N -1.3174 2.7864 0.1377
N -1.4819 0.5858 -0.3484
N -0.4984 -1.8859 0.7748
H 4.7913 0.4657 -0.9162
H 3.7946 2.0595 0.7366
H 3.5815 -1.4291 -1.7858
H 1.4203 1.5050 1.5019
H 1.2459 -1.8918 -0.8785
H -3.2366 2.9374 1.2684
H -2.8585 0.3894 1.3953
H -3.6863 0.7850 -0.2944
H -0.5734 -0.4986 -1.6537
H -2.3114 -0.5026 -1.8115
H -2.6164 -1.7829 0.4135
H -1.5344 -2.8426 -0.8999
H -0.3674 -0.2399 2.0217
H 0.0730 1.8874 -1.1659
H -0.7944 -2.3532 1.6185
H 0.4019 -2.2709 0.3855
```

E, Ha: -630.70068
Strongest force on any atom, eV/Å: 5.21
ΔE to the lowest compared entry with this formula, charge and spin, kJ/mol: 560.4
Lowest unoccupied orbital energy (spin up / spin down), Ha: -0.1208 / -0.1551
Charge: +1
Gap between HOMO and LUMO (spin up / spin down), Eh: 0.2764 / 0.2139
HOMO (spin up / spin down), eV: -10.8 / -10.0

=====

No. 8
# C12H16N4O9P2STc

A molecular structure, C12H16N4O9P2STc (ωB97M-V/def2-TZVPD, the Open Molecules 2025 dataset).

XYZ file:
```
45
Properties=species:S:1:pos:R:3
Tc 0.7089 0.3915 -2.0139
C 0.8204 -3.9253 -0.6342
C 1.1596 -2.9741 -1.7663
O 1.5701 -3.7657 -2.8599
P 2.6841 -1.8792 -1.3224
O 3.1096 -2.1363 0.1467
O 3.8994 -2.4495 -2.1203
O 2.5222 -0.3765 -1.6693
P -0.2581 -1.9852 -2.4563
O -1.1520 -3.0328 -3.1503
O 0.6221 -1.0488 -3.3853
O -0.9847 -0.8888 -1.6645
H 1.6913 -4.5431 -0.4164
H 0.0229 -4.5865 -0.9736
H 0.5214 -3.3963 0.2637
H 1.6419 -3.2657 -3.6847
H 4.0334 -2.4144 0.2739
H 3.9915 -2.2818 -3.0682
H -2.0031 -2.7613 -3.5354
N -4.0682 1.1472 4.3974
C -2.9705 0.9313 3.6570
C -3.0381 0.1291 2.4930
C -1.9180 -0.1019 1.7435
C -0.6922 0.4639 2.1329
C -0.6102 1.2736 3.2795
C -1.7325 1.5004 4.0283
S 0.7120 0.1642 1.2453
O 1.8822 0.5666 1.9428
O 0.6484 -1.1180 0.5643
N 0.6637 1.1107 -0.1781
C 0.5002 2.4341 -0.4840
N 0.5673 2.4431 -1.8375
C 0.4082 3.5976 -2.5059
C 0.2160 4.7405 -1.7628
C 0.1834 4.6250 -0.3684
N 0.3144 3.4703 0.2912
H -4.9464 0.7172 4.1682
H -4.0246 1.6817 5.2470
H -3.9818 -0.3167 2.2089
H -1.9724 -0.7302 0.8650
H 0.3369 1.6993 3.5777
H -1.6724 2.1087 4.9207
H 0.4517 3.5782 -3.5864
H 0.1009 5.6974 -2.2481
H 0.0408 5.5064 0.2451
```

E, Ha: -2524.33827
Strongest force on any atom, eV/Å: 0.57
<S²>: 3.773
ΔE to the lowest compared entry with this formula, charge and spin, kJ/mol: 276.9
Multiplicity: 4
Lowest unoccupied orbital energy (spin up / spin down), Ha: -0.3305 / -0.3187
Charge: +2
Gap between HOMO and LUMO (spin up / spin down), Eh: 0.1624 / 0.1741
HOMO (spin up / spin down), eV: -13.4 / -13.4